ORCA calculation (wB97M-V/def2-TZVPD) on C94H224As2F12N11O7 as an isolated structure.

Each line ends with the Mulliken charge.
Geometry (Å):
C1 22.25 26.80 27.24  -1.3442
C2 20.99 25.93 27.66  0.3248
N1 19.67 26.17 26.91  0.4090
C3 20.00 26.13 25.40  -1.1141
C4 18.75 24.96 27.21  0.1673
C5 17.37 25.04 26.52  -0.6488
C6 18.90 27.50 27.19  -0.9584
C7 18.36 27.67 28.61  0.6995
O1 19.25 27.38 29.68  -0.2943
C8 18.93 27.73 30.96  -0.9142
H1 22.08 27.87 27.26  0.3597
H2 22.62 26.55 26.25  0.3632
H3 23.13 26.62 27.85  0.4118
H4 20.78 25.95 28.73  0.3745
H5 21.17 24.86 27.59  -0.2605
H6 20.43 27.06 25.02  0.3883
H7 19.07 26.02 24.84  0.4754
H8 20.64 25.28 25.15  0.2886
H9 18.58 24.95 28.28  0.4605
H10 19.26 24.03 26.96  -0.3708
H11 17.32 25.18 25.44  0.4118
H12 16.76 25.86 26.90  0.5929
H13 16.87 24.10 26.77  -0.5503
H14 18.11 27.47 26.43  0.4959
H15 19.62 28.28 26.93  0.5587
H16 17.56 26.95 28.78  -0.8157
H17 17.83 28.63 28.68  0.6783
H18 17.92 27.57 31.35  0.3070
H19 19.29 28.75 31.10  0.3549
H20 19.51 27.19 31.71  0.3137
C9 13.89 19.98 28.25  -1.1390
C10 14.17 18.77 29.13  -0.3448
N2 12.96 17.90 29.52  1.4565
C11 12.16 17.55 28.27  -1.2941
C12 13.47 16.61 30.25  -0.7434
C13 14.10 15.52 29.28  -1.1996
C14 12.05 18.59 30.58  -0.2555
C15 10.66 18.02 30.82  -0.8991
O2 9.84 18.15 29.66  -0.3235
C16 9.34 19.45 29.41  -0.5026
H21 13.14 20.65 28.66  0.0900
H22 13.64 19.77 27.21  0.5542
H23 14.80 20.58 28.25  0.1157
H24 14.72 19.00 30.04  0.4464
H25 14.76 18.12 28.48  -0.0470
H26 11.36 16.89 28.58  0.6828
H27 12.78 17.10 27.49  0.0686
H28 11.69 18.49 27.96  0.4361
H29 12.55 16.23 30.70  0.6194
H30 14.13 17.00 31.03  0.2996
H31 14.85 15.85 28.56  0.2796
H32 13.38 14.97 28.68  0.3779
H33 14.71 14.84 29.87  0.3194
H34 11.99 19.65 30.33  -0.1097
H35 12.77 18.58 31.40  0.4393
H36 10.24 18.48 31.71  0.5041
H37 10.73 16.94 31.01  0.3115
H38 10.21 20.08 29.22  0.1217
H39 8.81 19.76 30.31  0.3395
H40 8.64 19.46 28.57  0.2529
C17 18.84 15.75 15.28  -1.2432
C18 20.18 16.54 15.46  -0.5751
N3 20.36 17.25 16.81  0.8512
C19 19.36 18.37 17.08  -0.9966
C20 20.22 16.22 17.93  -0.7263
C21 20.66 16.64 19.32  -0.8238
C22 21.79 18.00 16.92  -0.3617
C23 22.25 18.74 15.71  -1.1758
O3 21.33 19.76 15.39  -0.3104
C24 21.56 20.28 14.09  -0.8463
H41 18.77 14.79 15.79  0.3832
H42 18.75 15.39 14.25  0.4455
H43 17.94 16.35 15.46  0.2906
H44 20.39 17.30 14.71  0.4431
H45 21.07 15.90 15.40  0.4894
H46 19.51 18.96 16.17  0.4166
H47 19.63 18.85 18.02  0.4583
H48 18.39 17.87 17.05  0.0080
H49 20.92 15.41 17.70  0.4833
H50 19.24 15.77 17.97  0.0970
H51 20.63 15.85 20.07  0.6985
H52 19.97 17.41 19.68  0.0557
H53 21.71 16.92 19.38  0.2501
H54 22.49 17.20 17.17  0.5185
H55 21.72 18.75 17.70  0.1503
H56 22.36 17.96 14.95  0.4434
H57 23.27 19.06 15.90  0.5393
H58 21.59 19.50 13.33  0.3532
H59 22.56 20.72 14.07  0.3545
H60 20.93 21.16 13.99  0.2764
C25 21.98 19.22 22.39  -0.9423
C26 22.11 17.69 22.52  -0.4462
N4 23.13 17.28 23.62  0.0481
C27 23.40 15.73 23.61  -0.9076
C28 24.51 17.92 23.38  -0.3121
C29 25.01 17.79 21.93  -0.9774
C30 22.58 17.70 25.01  -0.7025
C31 21.73 16.63 25.78  0.4087
O4 20.76 16.19 24.89  -0.0063
C32 19.69 15.41 25.48  -0.6203
H61 20.95 19.56 22.52  -0.3494
H62 22.23 19.56 21.39  0.4296
H63 22.63 19.84 23.01  0.4341
H64 22.44 17.27 21.57  0.6822
H65 21.17 17.15 22.71  0.3083
H66 24.04 15.42 22.78  0.3934
H67 22.43 15.24 23.55  0.3153
H68 23.94 15.37 24.49  0.3468
H69 25.15 17.43 24.12  0.5198
H70 24.40 18.93 23.76  0.3110
H71 25.16 16.75 21.64  0.2960
H72 25.92 18.36 21.74  0.4552
H73 24.33 18.31 21.26  0.1493
H74 22.27 18.75 25.01  0.0199
H75 23.48 17.79 25.63  0.4882
H76 21.29 17.15 26.62  -0.9475
H77 22.37 15.82 26.14  0.6926
H78 19.38 15.95 26.37  -0.0141
H79 19.97 14.41 25.78  0.5165
H80 18.83 15.29 24.82  0.1276
C33 14.20 12.94 22.42  -1.0364
C34 14.12 12.17 23.77  -0.7187
N5 15.05 12.55 24.93  0.3851
C35 16.46 11.92 24.83  -0.9793
C36 15.30 14.05 25.00  -0.7002
C37 14.01 14.87 25.29  -0.6772
C38 14.39 11.95 26.20  -0.8979
C39 15.30 11.91 27.49  -1.0967
O5 15.90 13.13 27.92  0.3047
C40 16.74 13.09 29.06  -1.2545
H81 13.76 13.93 22.54  0.0703
H82 13.57 12.47 21.66  0.6059
H83 15.24 12.96 22.12  0.2696
H84 14.32 11.10 23.70  0.5650
H85 13.07 12.16 24.07  0.4794
H86 16.90 12.20 23.87  0.3461
H87 16.47 10.86 25.05  0.3632
H88 17.04 12.41 25.61  0.4436
H89 15.78 14.31 24.06  0.6157
H90 16.05 14.26 25.76  0.4916
H91 13.72 14.79 26.34  -0.0884
H92 13.08 14.58 24.81  0.4997
H93 14.17 15.94 25.23  -0.2266
H94 14.06 10.92 26.04  0.5231
H95 13.46 12.49 26.34  0.4417
H96 16.05 11.12 27.40  0.5521
H97 14.72 11.54 28.34  0.5450
H98 16.26 12.70 29.96  0.5666
H99 17.22 14.01 29.39  0.1274
H100 17.62 12.47 28.91  0.4332
C41 12.57 25.44 22.23  -0.7756
N6 12.38 24.04 22.86  0.0346
C42 13.33 23.90 24.03  -0.9381
C43 10.89 23.90 23.33  -0.7679
C44 12.55 22.94 21.77  -1.1043
C45 13.98 22.60 21.34  0.8486
O6 14.64 23.70 20.86  -0.5660
H101 13.60 25.44 21.87  0.3140
H102 12.51 26.07 23.11  0.4077
H103 11.78 25.62 21.50  0.3887
H104 13.15 24.59 24.86  0.6866
H105 14.31 24.16 23.62  0.4322
H106 13.37 22.87 24.39  0.0298
H107 10.81 22.88 23.70  0.3923
H108 10.19 24.05 22.50  0.3533
H109 10.68 24.63 24.10  0.3592
H110 11.93 23.23 20.93  0.4001
H111 12.02 22.09 22.21  0.4653
H112 13.88 21.93 20.48  0.5480
H113 14.50 22.08 22.14  -0.8120
H114 15.55 23.43 20.71  0.4183
C46 21.28 16.27 32.03  -0.7400
N7 21.72 17.70 31.75  0.0755
C47 20.61 18.55 32.25  -0.9369
C48 22.90 17.88 32.69  -0.8052
C49 22.05 17.85 30.24  -0.7903
C50 22.19 19.31 29.73  0.7397
O7 23.28 19.97 30.32  -0.5079
H115 21.23 16.04 33.09  0.4152
H116 21.99 15.62 31.51  0.3394
H117 20.26 16.24 31.65  0.2200
H118 21.07 19.54 32.19  0.4830
H119 20.34 18.24 33.26  0.4699
H120 19.83 18.64 31.51  0.1943
H121 23.59 17.13 32.32  0.4474
H122 22.65 17.66 33.73  0.4065
H123 23.33 18.87 32.50  0.3506
H124 21.22 17.34 29.76  0.5398
H125 22.99 17.33 30.06  0.2756
H126 21.30 19.94 29.75  -0.4448
H127 22.35 19.21 28.66  0.0058
H128 23.51 20.54 29.58  0.4804
C51 16.83 10.65 33.06  -1.0940
C52 15.59 11.46 33.45  -0.6139
C53 15.90 12.95 33.75  0.1081
C54 16.35 13.31 35.19  -1.0615
N8 16.56 14.86 35.37  0.6329
C55 15.37 15.79 35.06  -1.1842
C56 15.56 16.28 33.65  -0.2363
C57 17.04 16.27 33.44  0.3124
C58 17.69 15.31 34.44  -1.1671
C59 17.02 15.10 36.84  -0.8930
C60 15.89 14.96 37.89  -0.1872
C61 16.31 15.40 39.30  -1.4082
H129 16.64 9.58 32.92  0.4032
H130 17.71 10.70 33.70  0.3198
H131 17.21 11.12 32.16  0.1499
H132 15.30 10.99 34.39  0.3801
H133 14.76 11.45 32.74  0.3740
H134 15.02 13.56 33.51  0.1093
H135 16.66 13.28 33.05  0.1244
H136 17.25 12.82 35.58  0.3682
H137 15.60 13.03 35.93  0.5220
H138 15.49 16.67 35.70  0.4906
H139 14.48 15.20 35.30  0.3365
H140 15.07 17.25 33.55  0.6788
H141 15.01 15.67 32.93  -0.1534
H142 17.59 17.19 33.62  0.3356
H143 17.35 16.06 32.42  -0.0830
H144 18.46 15.74 35.09  0.4008
H145 18.22 14.45 34.04  0.3627
H146 17.42 16.11 36.95  0.5246
H147 17.79 14.35 37.01  0.4805
H148 15.69 13.89 37.98  0.2643
H149 15.06 15.56 37.53  0.3302
H150 16.91 14.60 39.72  0.3834
H151 15.49 15.60 39.99  0.3719
H152 16.87 16.33 39.38  0.3527
C62 12.69 19.58 24.04  -1.9218
C63 13.82 18.90 23.27  2.3347
C64 13.24 18.37 21.92  -1.0547
C65 14.29 17.70 20.92  -0.1703
N9 13.63 17.17 19.60  0.3565
C66 13.09 18.35 18.76  0.4512
C67 11.57 18.17 18.62  -0.6984
C68 11.18 17.21 19.73  -0.7988
C69 12.43 16.32 20.00  -0.4805
C70 14.67 16.39 18.80  -1.5056
C71 15.09 15.03 19.50  0.6644
C72 15.87 14.17 18.50  -1.3955
H153 11.78 19.94 23.55  0.4136
H154 13.04 20.32 24.76  0.0347
H155 12.22 18.72 24.50  0.5239
H156 14.28 18.04 23.74  -0.1367
H157 14.51 19.67 22.92  -1.0233
H158 12.73 19.18 21.40  0.4376
H159 12.39 17.77 22.23  0.5588
H160 14.67 16.79 21.38  0.0675
H161 15.16 18.29 20.64  -0.3943
H162 13.65 18.56 17.85  0.6620
H163 13.26 19.28 19.31  -0.7372
H164 11.40 17.66 17.67  0.3640
H165 11.00 19.09 18.75  0.3297
H166 10.32 16.62 19.40  0.5143
H167 10.70 17.75 20.54  0.2140
H168 12.31 15.38 19.46  0.6877
H169 12.47 15.88 21.00  0.0747
H170 15.46 17.08 18.49  0.8262
H171 14.25 16.11 17.84  0.6547
H172 14.25 14.44 19.87  0.1532
H173 15.72 15.23 20.36  -0.1088
H174 15.37 14.18 17.53  0.4265
H175 15.80 13.14 18.84  0.4352
H176 16.89 14.49 18.30  0.1445
C73 19.07 22.32 30.23  -1.1217
C74 17.70 21.68 30.45  0.1104
C75 16.58 22.80 30.51  0.1354
C76 15.23 22.38 31.02  -0.5897
N10 14.18 23.51 30.88  0.4567
C77 13.77 23.75 29.36  0.0891
C78 13.86 25.25 29.08  -0.9857
C79 15.00 25.71 29.91  0.8230
C80 14.71 24.92 31.20  -1.0034
C81 12.93 22.97 31.71  -0.5050
C82 11.62 23.80 31.65  -0.3312
C83 10.52 23.00 32.40  -1.3305
H177 19.24 22.65 29.20  -0.0278
H178 19.89 21.63 30.44  -0.2372
H179 19.22 23.13 30.94  0.7962
H180 17.88 21.32 31.46  0.6571
H181 17.55 20.91 29.69  -0.2589
H182 16.45 23.18 29.50  -0.5504
H183 16.99 23.60 31.13  0.6565
H184 15.28 22.07 32.06  0.6308
H185 14.71 21.60 30.45  -0.3249
H186 12.88 23.30 28.92  0.6508
H187 14.45 23.22 28.69  -0.4473
H188 12.89 25.65 29.38  0.4301
H189 13.96 25.46 28.01  0.2297
H190 14.82 26.76 30.16  0.6772
H191 15.94 25.45 29.44  -1.0362
H192 13.82 25.37 31.65  0.5953
H193 15.43 24.93 32.01  0.3309
H194 13.34 22.90 32.72  0.5617
H195 12.78 21.95 31.34  0.0292
H196 11.34 23.93 30.61  0.3174
H197 11.77 24.82 32.00  0.4567
H198 9.64 23.57 32.68  0.4190
H199 10.94 22.68 33.36  0.3647
H200 10.24 22.14 31.79  0.2560
C84 18.18 17.47 29.11  -0.8515
C85 18.99 18.53 28.31  1.6302
C86 18.21 18.83 26.98  0.9701
C87 18.91 19.82 26.08  0.2421
N11 17.97 20.36 24.90  0.9390
C88 18.69 21.45 24.04  0.9227
C89 17.75 22.64 23.91  -0.6724
C90 16.42 22.32 24.59  -0.3593
C91 16.88 21.27 25.60  -0.2319
C92 17.15 19.26 24.22  0.2031
C93 18.15 18.30 23.53  1.5346
C94 17.54 17.35 22.50  -0.7514
H201 18.10 16.57 28.50  0.2754
H202 17.15 17.80 29.28  -0.0612
H203 18.67 17.21 30.05  -0.1154
H204 19.98 18.14 28.06  -0.8324
H205 19.19 19.45 28.85  -0.4241
H206 17.27 19.31 27.29  -0.7417
H207 17.87 17.90 26.53  0.2943
H208 19.73 19.41 25.48  -0.1145
H209 19.34 20.72 26.54  0.1924
H210 18.82 21.02 23.05  -0.7040
H211 19.69 21.64 24.45  -0.2846
H212 17.71 22.99 22.88  0.6629
H213 18.34 23.45 24.35  -0.2527
H214 15.71 21.93 23.86  -0.2610
H215 15.95 23.19 25.03  0.5468
H216 16.09 20.62 25.96  -0.1975
H217 17.37 21.77 26.43  0.3266
H218 16.52 19.74 23.47  -0.2705
H219 16.47 18.77 24.92  0.5591
H220 18.58 17.66 24.31  -0.7535
H221 19.03 18.72 23.04  -0.7408
H222 17.04 17.89 21.69  -0.4779
H223 16.86 16.67 22.99  -0.1339
H224 18.26 16.79 21.90  0.5637
As1 22.65 21.96 26.49  1.9681
F1 23.53 21.41 28.03  -0.6360
F2 23.92 21.01 25.61  -0.4961
F3 21.78 22.45 24.96  -0.5372
F4 21.25 22.69 27.36  -0.6153
F5 23.62 23.42 26.43  -0.4031
F6 21.80 20.38 26.62  -0.1738
As2 17.30 20.88 19.73  1.9935
F7 15.73 20.64 19.01  -0.4345
F8 16.96 22.65 19.87  -0.6057
F9 18.99 21.06 20.37  -0.5312
F10 17.58 19.10 19.68  -0.3821
F11 17.93 21.09 18.05  -0.4613
F12 16.70 20.75 21.39  -0.1502

Its net charge is +9. The value obtained for the LUMO energy is -15.1 eV.